(1)
C28H26FN6O5RuTe as an isolated structure, computed with wB97M-V/def2-TZVPD.

Values from the calculation:
- Charge: 0
- Spin multiplicity: 6
- E_HOMO (spin up / spin down): -4.86 / -6.06 eV
- LUMO (spin up / spin down): -1.41 / -1.43 eV
- Gap between HOMO and LUMO (spin up / spin down): 0.1268 / 0.1702 Eh

```
68
Properties=species:S:1:pos:R:3:lowdin_charge:R:1
Ru 1.59303 0.18072 3.40676 1.017
O 3.13142 -1.13488 6.94363 0.108
C 2.64567 -0.97733 5.85129 -0.420
N 1.98926 0.16831 5.38535 -0.069
C 1.38392 1.02552 6.27491 -0.458
O 1.67445 1.22311 7.43265 0.101
C 0.14865 1.69896 5.70029 -0.218
C -0.51640 2.67384 6.42859 0.008
C -1.65861 3.23284 5.88250 -0.053
C -2.10100 2.80535 4.63839 -0.054
C -1.37554 1.82788 3.97940 -0.122
N -0.28535 1.28812 4.51144 0.029
C 2.65173 -2.04177 4.78803 -0.236
C 3.48378 -3.10249 4.86212 -0.031
C 3.43205 -4.06456 3.79492 -0.075
C 2.65813 -3.86548 2.71989 -0.013
C 1.84051 -2.62283 2.57834 -0.485
N 1.76748 -1.81182 3.76790 -0.040
H -0.12493 2.96337 7.39277 0.120
H -2.20005 3.99995 6.42096 0.107
H -2.98698 3.22542 4.18290 0.102
H -1.64858 1.46319 2.99600 0.103
H 4.13977 -3.21106 5.71124 0.107
H 4.01216 -4.97613 3.87473 0.102
H 2.57563 -4.59397 1.92343 0.108
H -0.05754 -2.28414 2.41601 0.090
C 2.20692 -1.58341 -4.19816 -0.069
C 1.25159 -2.34311 -3.28778 -0.213
N 1.01234 -1.65998 -2.02900 -0.047
C 1.78651 -2.01239 -0.94289 0.013
C 1.65604 -1.39723 0.24465 -0.071
C 2.42147 -1.65730 1.49606 -0.273
O 0.53043 -3.00827 2.16282 0.012
O 3.32213 -0.90037 1.79742 0.049
C 0.67147 -0.37170 0.43976 -0.308
O 0.47162 0.16457 1.60307 -0.236
C -0.08519 0.02036 -0.68342 -0.067
C -1.04565 1.05915 -0.57677 0.055
C -1.74642 1.45320 -1.69147 -0.225
F -2.62909 2.48601 -1.56062 0.037
C -1.57760 0.86461 -2.92789 -0.196
C -0.62818 -0.19080 -3.04445 0.006
C 0.10492 -0.61465 -1.94813 -0.133
N -2.28072 1.22963 -4.12168 -0.133
C -3.60204 1.81968 -4.01660 -0.144
C -4.19001 1.87965 -5.44252 -0.079
N -3.39688 0.92159 -6.27870 0.033
C -2.00865 1.45529 -6.50679 -0.079
C -1.49763 1.92881 -5.13411 -0.127
H 2.31860 -2.09483 -5.15549 0.073
H 3.19077 -1.50493 -3.73532 0.080
H 1.84626 -0.57089 -4.38262 0.062
H 1.65673 -3.32699 -3.05018 0.118
H 0.29076 -2.52024 -3.77597 0.108
H 2.49390 -2.80996 -1.11874 0.137
H -1.17869 1.56594 0.36660 0.113
H -0.52193 -0.66191 -4.01185 0.087
H -3.60601 2.83175 -3.60166 0.124
H -4.21138 1.19149 -3.36753 0.139
H -4.06964 2.85956 -5.90116 0.131
H -5.23867 1.59579 -5.48359 0.132
H -3.86161 0.68183 -7.15107 0.180
H -3.26767 0.08172 -5.70144 0.179
H -2.07717 2.25204 -7.24501 0.130
H -1.42140 0.63252 -6.91069 0.131
H -1.58962 3.01963 -5.04177 0.134
H -0.44722 1.67603 -5.01727 0.130
Te 2.77394 2.46795 3.06750 0.178
```

(2)
C58H47ClGeN4O3P2PdSTe as an isolated structure, computed with wB97M-V/def2-TZVPD.

Values from the calculation:
- Charge: -1
- Spin multiplicity: 2
- E_HOMO (spin up / spin down): -5.35 / -5.35 eV
- LUMO (spin up / spin down): -1.37 / -1.15 eV
- Gap between HOMO and LUMO (spin up / spin down): 0.1462 / 0.1545 Eh

```
119
Properties=species:S:1:pos:R:3:lowdin_charge:R:1
Pd 0.08940 -0.20714 0.09201 0.299
Te 1.69736 -3.28254 3.41256 1.253
C 3.02311 -2.49510 4.91720 -0.544
C 2.54043 -1.99405 6.11931 -0.141
C 3.44207 -1.47964 7.04155 -0.166
N 4.75487 -1.43496 6.83948 0.042
C 5.21437 -1.92337 5.69119 -0.165
C 4.39745 -2.46687 4.71027 -0.143
C 1.60811 -1.44327 2.36366 -0.917
P 0.13837 -0.38658 2.43022 0.822
C -1.11603 -1.27243 3.39357 -0.401
C -1.61475 -2.46629 2.87383 -0.173
C -2.56736 -3.18428 3.57177 -0.091
C -3.02426 -2.71522 4.79698 -0.090
C -2.53910 -1.52571 5.31448 -0.079
C -1.58511 -0.80019 4.61322 -0.076
C 0.51015 1.08434 3.48265 -0.367
C 1.69047 1.25157 4.16565 -0.026
C 2.28951 2.62021 4.33654 -0.173
C 1.23733 3.66511 4.39451 -0.023
C 0.00543 3.45103 3.86082 -0.046
C -0.33693 2.19623 3.29571 -0.040
P 1.88002 -1.53384 0.59617 0.767
C 2.23215 -3.24427 0.09104 -0.395
C 1.14867 -4.06270 -0.22524 -0.125
C 1.35600 -5.38392 -0.58693 -0.080
C 2.64241 -5.90148 -0.61335 -0.091
C 3.72362 -5.09421 -0.29109 -0.083
C 3.52329 -3.76480 0.04576 -0.094
C 3.46221 -0.69233 0.19618 -0.373
C 3.48014 0.12464 -0.93200 -0.101
C 4.61227 0.86569 -1.24207 -0.083
C 5.72199 0.81192 -0.41164 -0.094
C 5.70211 0.01447 0.72588 -0.090
C 4.57841 -0.73959 1.02910 -0.120
H 1.47982 -2.00989 6.33615 0.088
H 3.09856 -1.08273 7.99149 0.100
H 6.29070 -1.87853 5.55725 0.099
H 4.82728 -2.87635 3.80476 0.082
H -1.26401 -2.81035 1.90511 0.095
H -2.96617 -4.10291 3.15986 0.107
H -3.77008 -3.27497 5.34734 0.100
H -2.89887 -1.15733 6.26706 0.101
H -1.20495 0.13457 5.00432 0.096
H 2.31999 0.39187 4.36999 0.103
H 2.94654 2.65895 5.20592 0.135
H 1.50777 4.62822 4.80913 0.125
H -0.72732 4.24815 3.85979 0.114
H -1.26843 2.06443 2.75814 0.085
H 0.14889 -3.64442 -0.20899 0.049
H 0.51356 -6.00759 -0.85696 0.104
H 2.80711 -6.93340 -0.89566 0.099
H 4.72818 -5.49760 -0.30795 0.101
H 4.36832 -3.12763 0.26362 0.090
H 2.58102 0.20494 -1.53180 0.081
H 4.61914 1.50865 -2.11315 0.103
H 6.59697 1.40853 -0.63584 0.099
H 6.56351 -0.00887 1.38269 0.100
H 4.54270 -1.33066 1.93838 0.089
Cl -1.38361 -1.93644 -1.60384 0.468
C -0.00233 -0.82393 -1.86121 -0.754
H -0.30708 -0.13598 -2.64685 -0.042
H 0.81746 -1.44455 -2.22197 -0.017
C -4.84911 0.97120 -4.04728 -0.111
C -5.23047 0.70203 -2.74272 -0.094
C -4.29625 0.73615 -1.71692 -0.104
C -2.95479 1.04511 -1.95270 -0.283
C -2.59102 1.27754 -3.28014 -0.135
C -3.51889 1.25300 -4.31170 -0.099
Ge -1.67846 1.31980 -0.39898 0.897
C -1.20169 3.22154 -0.76141 -0.300
C -0.52679 3.49204 -1.95366 -0.133
C -0.19407 4.78663 -2.32603 -0.097
C -0.48888 5.84622 -1.47742 -0.114
C -1.11981 5.59463 -0.26942 -0.104
C -1.47757 4.29697 0.07837 -0.123
C -3.06480 1.07616 1.03232 -0.350
C -3.37634 -0.25994 1.28122 -0.171
C -4.47024 -0.61453 2.05636 -0.088
C -5.24921 0.37163 2.64340 -0.098
C -4.92744 1.70531 2.45055 -0.095
C -3.85388 2.05106 1.63921 -0.120
H -5.58035 0.96687 -4.84600 0.093
H -6.26465 0.47202 -2.51490 0.096
H -4.63041 0.52074 -0.71263 0.080
H -1.56240 1.49231 -3.53801 0.069
H -3.20079 1.46452 -5.32584 0.096
H -0.21544 2.67061 -2.58813 0.082
H 0.30461 4.96851 -3.27064 0.100
H -0.21302 6.85681 -1.74865 0.099
H -1.33774 6.41395 0.40484 0.100
H -1.96708 4.12392 1.02899 0.069
H -2.76950 -1.03340 0.82113 0.058
H -4.72751 -1.65727 2.18848 0.100
H -6.11738 0.10158 3.23227 0.096
H -5.53118 2.48181 2.90578 0.096
H -3.64425 3.09954 1.46428 0.078
O 6.58495 9.12713 3.49415 -0.361
S 5.15541 9.10000 3.75246 0.394
O 4.31588 9.26074 2.58440 -0.370
O 4.71500 9.81896 4.93136 -0.362
C 4.95379 7.32912 4.24089 -0.339
N 5.61647 6.96303 5.33909 0.143
C 5.54925 5.67077 5.63444 -0.100
C 4.86520 4.75796 4.84880 0.012
C 4.19397 5.24492 3.72280 -0.220
N 4.25007 6.55873 3.44568 0.171
C 3.43523 4.41667 2.81096 -0.090
C 2.84911 4.97991 1.70552 0.035
C 2.21035 4.19388 0.76846 0.000
N 2.21200 2.83696 0.81149 0.153
C 2.75850 2.27698 1.83778 -0.054
C 3.28264 2.95665 3.04095 -0.117
H 6.08307 5.35916 6.52526 0.112
H 4.86198 3.70443 5.09452 0.100
H 2.92369 6.05135 1.57040 0.132
H 1.74441 4.63514 -0.10013 0.110
H 2.85850 1.19807 1.82246 0.100
H 4.24473 2.50105 3.29494 0.169
```

(3)
An isolated ion of composition C3H2NO2S and charge -1, computed with wB97M-V/def2-TZVPD.

Values from the calculation:
- Charge: -1
- E_HOMO: -3.06 eV
- LUMO: 3.57 eV
- Gap between HOMO and LUMO: 0.2439 Eh

```
9
Properties=species:S:1:pos:R:3:lowdin_charge:R:1
C 0.01540 -0.94510 -0.05130 -0.124
C -1.31077 -0.59705 -0.01012 -0.740
C 0.44984 1.28467 -0.00473 -0.460
N 0.91487 0.07691 -0.00766 -0.442
O 2.15294 -0.09656 0.02980 -0.156
O -2.35078 -1.23722 -0.00162 -0.115
S -1.29746 1.27866 0.03580 0.866
H 0.40348 -1.94504 -0.08695 0.110
H 1.02249 2.18071 0.09679 0.061
```

(4)
C3H14NO4 as an isolated structure, computed with wB97M-V/def2-TZVPD.

Values from the calculation:
- Charge: -1
- E_HOMO: -4.68 eV
- LUMO: 3.40 eV
- Gap between HOMO and LUMO: 0.2969 Eh

```
22
Properties=species:S:1:pos:R:3:lowdin_charge:R:1
C -3.46252 -1.10014 0.64056 -0.267
N -2.07768 -1.43672 0.39318 -0.084
C -1.29907 0.03167 -0.43440 -0.136
C 0.20585 -0.20580 -0.46309 -0.309
O 0.90867 0.62070 -1.35382 -0.189
H -4.14726 -1.51058 -0.11967 0.051
H -3.80044 -1.41279 1.61578 0.052
H -3.64635 0.02860 0.50522 0.079
H -1.91394 -1.02088 -0.72149 0.056
H -1.69915 0.44129 -1.32502 0.103
H -1.55075 0.73454 0.40589 0.112
H 0.72769 -0.08097 0.50157 0.124
H 0.34126 -1.23351 -0.80338 0.114
H 1.92801 0.73882 -1.01758 0.070
H 4.03856 0.65492 -1.08378 -0.086
O 3.41289 0.33515 -0.44468 -0.402
H 0.79296 2.27400 -0.45994 0.031
H 0.49937 3.02006 0.91845 0.010
O 0.38599 3.09825 -0.02582 -0.107
H 3.61032 -1.00020 0.38709 -0.094
H 3.14294 -1.28449 1.82833 0.022
O 3.60264 -1.69193 1.05656 -0.149
```

Number 1: total energy -61224.283 eV. Number 2: total energy -182233.238 eV. Number 3: total energy -19562.976 eV. Number 4: total energy -13014.880 eV.